[1]
Formula: ClH3NOP
Source: OMol25
Level of theory: the ωB97M-V functional and the def2-TZVPD basis

## Properties
LUMO level   -0.868 eV
HOMO energy   -0.37660 hartree
Orbital gap   9.38 eV
ΔE to the lowest compared entry with this formula, charge and spin   0.541 eV
SMILES   O=PCl.N

Element x y z (Å)
H  -0.42  -1.64  0.80
N  0.35  -1.26  1.33
O  -1.50  2.42  -1.01
H  1.21  -1.61  0.92
P  -0.11  2.53  -1.39
H  0.29  -1.64  2.27
Cl  0.17  1.19  -2.92



[2]
Formula: C43H51AsFI2InN2O7P
Source: OMol25
Level of theory: the ωB97M-V functional and the def2-TZVPD basis

## Properties
LUMO level   -2.621 eV
Net charge   +1
HOMO energy   -0.38802 hartree
Orbital gap   7.94 eV
ΔE to the lowest compared entry with this formula, charge and spin   0.264 eV

Element x y z (Å)
C  -0.95  -4.49  -4.56
C  -3.46  -4.89  -3.21
C  -2.71  3.13  1.11
F  2.27  -3.08  -5.39
H  -1.06  4.74  -1.38
H  2.47  1.65  6.12
H  3.86  5.91  -2.30
C  1.13  -3.29  -4.71
H  3.90  -0.50  1.67
H  1.46  -3.24  -0.46
H  -4.84  3.01  1.29
C  2.22  -3.31  4.01
H  2.03  7.17  -1.21
C  -1.22  -3.79  -3.37
H  0.49  -4.76  -6.12
H  1.32  5.87  5.74
I  -1.98  -0.19  3.05
C  -0.30  -2.86  -2.87
O  2.68  1.48  0.57
C  -2.81  -6.03  -3.98
O  1.52  0.96  2.96
C  0.37  4.05  2.45
I  -2.45  1.62  5.00
C  -0.28  5.13  4.51
H  2.35  -5.39  0.15
H  -3.76  -0.19  -0.58
C  1.05  5.36  4.82
C  -2.16  -1.90  0.39
H  3.09  5.13  4.18
H  2.17  -3.27  5.10
C  -1.88  4.37  -0.78
C  -3.19  4.62  -1.18
C  1.46  -3.49  0.60
C  4.00  -1.43  -0.29
C  -0.56  -2.13  -1.62
C  3.68  -1.46  1.21
C  1.71  4.30  2.77
H  5.04  -1.15  -0.45
H  3.50  -4.24  0.79
H  -2.39  1.76  -3.33
O  1.36  1.20  -1.17
C  0.24  -4.23  -5.21
C  2.05  4.95  3.95
C  1.14  5.43  -0.34
H  -1.38  -6.31  -5.58
C  -1.76  -2.47  -0.94
C  -1.63  1.28  -2.72
H  -2.54  2.51  1.98
C  -4.43  -4.06  -4.05
H  1.73  -4.23  3.70
H  -1.23  0.42  -3.26
H  4.02  3.46  -2.02
H  0.70  0.50  4.74
H  -3.56  -3.58  -1.01
C  0.89  -2.60  -3.56
C  1.32  1.30  4.34
H  1.94  -1.17  3.87
H  -2.54  -5.03  -5.87
H  2.14  1.56  2.53
O  -3.36  -1.84  0.66
O  -1.20  -1.55  1.18
C  1.20  4.04  -0.20
C  1.56  -2.08  3.42
C  -1.92  -5.50  -5.10
H  0.48  -2.09  3.58
H  2.50  3.99  2.09
As  1.79  -1.78  1.50
H  3.19  0.45  5.04
C  -4.25  4.15  -0.43
H  4.25  -2.23  1.73
C  -2.18  0.78  -1.42
C  2.48  -4.59  0.88
C  2.64  1.40  5.07
O  0.25  -1.26  -1.24
C  2.19  1.89  -0.50
N  -2.40  -4.01  -2.66
H  3.28  -3.39  3.74
H  -1.67  4.32  3.11
H  -1.06  5.46  5.19
C  2.09  6.09  -1.10
H  -3.60  -6.67  -4.38
C  -2.63  -3.37  -1.52
H  3.36  -0.71  -0.80
H  -3.37  5.20  -2.08
C  3.21  4.01  -1.56
H  0.44  -3.78  0.87
H  -3.93  -3.57  -4.88
P  0.04  3.14  0.90
H  0.36  5.99  0.16
H  0.76  2.23  4.41
N  -3.42  0.31  -1.39
C  -0.62  4.48  3.33
O  -1.50  0.82  -0.38
H  -0.81  1.96  -2.52
H  3.85  -2.41  -0.75
H  -3.98  -5.30  -2.35
H  1.58  -1.87  -3.18
H  -2.22  -6.63  -3.29
H  -4.90  -3.30  -3.43
In  0.37  0.26  0.61
H  -5.22  -4.70  -4.45
C  -4.01  3.40  0.71
H  -5.27  4.35  -0.74
H  2.36  -5.03  1.86
C  -1.63  3.64  0.38
H  3.27  2.17  4.64
C  3.12  5.39  -1.71
C  2.25  3.35  -0.82
H  -3.98  0.32  -2.23



[3]
Formula: C52H45GeInN8O7P
Source: OMol25
Level of theory: the ωB97M-V functional and the def2-TZVPD basis

## Properties
LUMO level   0.686 eV
Net charge   -1
HOMO energy   -0.19389 hartree
Orbital gap   5.96 eV
ΔE to the lowest compared entry with this formula, charge and spin   5.020 eV

Element x y z (Å)
C  3.02  3.18  -2.97
H  1.88  -1.57  9.84
C  0.01  -2.44  9.40
O  2.41  -0.71  5.05
C  1.12  5.96  0.92
C  -0.75  -2.26  7.10
C  2.76  -4.00  -1.76
H  -5.81  4.16  2.01
H  -0.77  -4.25  1.76
C  -0.07  0.23  4.52
H  1.80  2.55  -4.65
C  -1.18  0.64  -4.36
C  -1.09  -5.17  -3.64
C  -2.75  4.47  0.41
H  -2.00  3.09  2.78
C  0.27  -1.53  -2.39
N  2.95  -4.73  -2.99
C  0.40  -1.56  6.77
H  2.44  -3.27  5.25
H  2.12  6.19  1.04
H  4.31  3.46  -1.31
H  -2.00  -0.72  4.72
H  -2.70  3.58  -3.70
H  0.80  0.73  -6.52
C  -2.89  1.12  -5.98
C  -2.19  6.12  2.66
H  1.18  -1.70  -2.08
C  -2.55  2.58  -4.13
C  2.09  2.38  -3.60
H  2.26  -0.82  7.50
H  -0.11  -2.84  10.42
C  1.99  -2.19  -5.32
C  -0.92  -2.70  8.40
C  1.09  -1.71  9.10
C  -1.55  -3.22  -2.46
N  1.37  -5.81  -0.95
C  -1.90  0.29  -5.48
H  -1.54  -0.53  -6.08
H  -4.11  2.88  -5.65
C  2.39  -1.99  -7.67
H  1.74  1.26  3.97
C  0.64  1.23  3.93
C  0.18  6.22  1.87
C  0.72  -2.57  4.19
H  0.46  6.68  2.79
H  2.88  -2.40  -8.57
H  3.27  4.11  -3.49
N  -0.59  4.80  -0.40
H  1.04  -5.93  2.23
C  3.54  2.78  -1.73
H  3.56  1.39  -0.11
C  0.66  5.28  -0.21
C  -1.14  5.80  1.72
H  2.02  -0.11  -1.30
H  2.72  -3.78  -6.57
C  -0.13  -2.89  3.19
H  -3.11  1.10  3.50
C  3.08  1.68  -1.08
C  1.87  -0.71  -7.66
O  -5.13  5.20  3.88
N  3.28  -3.11  -1.08
C  -5.03  4.09  1.29
C  2.23  0.83  -1.77
C  1.75  -4.81  3.98
O  -1.89  -4.42  -2.77
H  2.03  -2.78  -4.44
C  -0.05  2.30  3.36
C  1.68  1.17  -2.97
C  -4.07  2.98  -0.64
H  0.43  3.19  2.99
H  -1.80  -3.28  8.59
C  0.89  -5.07  2.90
H  4.06  -2.67  -1.59
C  1.39  -0.96  -5.34
C  1.67  -3.59  4.56
H  -2.05  6.72  3.53
N  3.96  -4.42  -3.78
H  2.23  -6.31  -1.03
C  -2.10  1.18  3.74
H  -0.87  -4.80  -4.59
H  1.40  -3.96  -0.37
H  2.55  -5.48  4.23
N  -4.43  6.09  3.45
H  -3.27  0.91  -6.96
O  -0.38  -2.82  -3.10
C  1.37  -1.31  7.76
C  -1.43  2.27  3.26
In  -0.82  -1.02  -0.35
N  1.52  -4.44  -1.20
O  4.50  -3.28  -3.73
C  2.43  -2.73  -6.50
C  -1.44  5.06  0.57
H  -1.55  -6.15  -3.82
O  4.36  -5.23  -4.64
H  -0.09  -5.42  -3.18
H  0.75  -6.16  -1.67
H  -4.12  2.36  -1.52
O  -4.50  7.27  3.68
H  -1.41  -2.52  6.28
C  1.35  -0.24  -6.50
C  -1.47  1.81  -3.72
Ge  0.51  -0.25  -3.78
C  -3.39  5.63  2.52
P  0.98  -1.11  5.16
H  1.40  5.07  -0.97
C  -3.75  4.75  1.38
H  -0.86  -2.13  2.77
N  -2.90  3.61  -0.56
C  -5.15  3.20  0.23
H  -6.09  2.73  -0.02
C  -1.45  0.14  4.38
H  -0.95  2.06  -2.79
C  -3.22  2.27  -5.31
C  -0.10  -4.11  2.57
H  1.88  -0.14  -8.58



[4]
Formula: C30H27CdF3N4O2PS2
Source: OMol25
Level of theory: the ωB97M-V functional and the def2-TZVPD basis

## Properties
LUMO level   2.245 eV
Net charge   -1
HOMO energy   -0.15515 hartree
Orbital gap   6.47 eV
ΔE to the lowest compared entry with this formula, charge and spin   0.783 eV

Element x y z (Å)
H  3.21  -6.23  -1.80
C  2.26  -4.24  0.72
H  2.58  2.67  2.06
C  4.03  3.41  -1.87
H  5.94  1.60  -1.93
C  -1.05  -1.41  -2.84
H  -2.71  0.00  3.95
H  0.15  -0.09  -6.29
H  3.39  -6.07  0.65
H  -3.04  -4.91  4.25
H  -0.39  -0.10  4.34
N  2.65  0.16  -0.51
C  3.91  2.00  -1.40
H  -0.10  3.26  3.39
H  -3.82  -3.52  6.13
C  -3.42  -3.05  5.24
C  -0.34  2.58  2.57
C  2.86  -5.32  0.09
C  1.48  -3.35  -1.40
H  2.29  2.69  3.82
N  -1.91  -1.95  0.65
H  2.01  -4.52  -3.10
C  -0.54  -1.80  -5.18
C  -2.80  -1.08  4.03
H  -3.67  -1.06  5.99
H  0.29  1.41  4.99
H  -1.36  2.22  2.66
H  -0.47  -2.48  -6.03
H  3.19  1.36  3.06
C  -2.46  -3.25  3.05
P  0.79  1.13  2.59
C  1.58  -3.25  -0.02
C  2.37  2.06  2.93
C  5.02  1.19  -1.54
C  3.71  -0.60  -0.68
C  -0.22  0.39  -4.26
Cd  0.03  0.22  -0.03
H  0.07  1.43  -4.35
H  0.94  -2.60  -1.96
C  -3.33  -1.67  5.16
C  -0.64  -0.03  -2.96
C  -1.83  -1.21  1.73
C  -0.99  -2.25  -3.96
H  5.78  -0.81  -1.25
H  3.60  -1.64  -0.40
C  2.07  -4.43  -2.03
S  1.39  2.44  -0.43
N  -1.41  -1.35  -0.46
H  -1.29  -3.28  -3.85
C  -2.98  -3.84  4.19
C  -2.37  -1.86  2.96
C  2.75  -5.40  -1.29
C  -0.17  -0.46  -5.32
H  1.34  0.00  4.69
H  0.96  -1.74  2.75
C  4.94  -0.15  -1.16
H  -0.23  3.09  1.61
N  1.06  -2.24  0.74
F  4.81  3.50  -2.98
S  2.19  -3.85  2.41
O  -0.66  0.80  -2.00
C  -1.52  -1.95  -1.60
O  -1.40  -0.01  1.80
F  4.67  4.21  -0.97
C  1.29  -2.41  1.98
H  -1.99  -2.94  -1.63
C  0.47  0.56  4.33
F  2.91  4.04  -2.19
C  2.72  1.48  -0.82
H  -2.11  -3.84  2.22



[5]
Formula: C3H6OS
Source: OMol25
Level of theory: the ωB97M-V functional and the def2-TZVPD basis

## Properties
LUMO level   0.274 eV
HOMO energy   -0.31983 hartree
Orbital gap   8.98 eV
ΔE to the lowest compared entry with this formula, charge and spin   4.241 eV

Element x y z (Å)
S  1.80  -0.63  -0.24
C  1.12  0.93  -0.18
H  -0.55  -1.40  -1.21
C  0.36  -0.29  0.52
H  -1.40  -1.92  0.47
H  0.94  1.34  -1.14
H  0.47  -0.27  1.59
H  -1.55  1.30  0.11
C  -0.95  -0.92  -0.15
H  1.68  1.75  0.49
O  -1.93  0.11  -0.28



[6]
Formula: C31H33N2O2
Source: OMol25
Level of theory: the ωB97M-V functional and the def2-TZVPD basis

## Properties
LUMO level   -3.235 eV
Net charge   +1
HOMO energy   -0.42197 hartree
Orbital gap   8.25 eV
ΔE to the lowest compared entry with this formula, charge and spin   2.126 eV
SMILES   Cc1ccc(C(c2ccc(C)cc2)[N@@H+]2[C@@H](Cc3ccccc3)C(=O)N(C)[C@@H]2c2ccc(C)o2)cc1

Element x y z (Å)
H  -4.80  -0.24  4.85
H  4.61  -0.11  -0.76
H  -4.54  -1.78  4.02
C  -2.83  5.01  2.09
N  0.24  1.51  -0.27
C  4.71  0.95  -0.50
H  4.94  4.72  0.40
C  -1.68  2.92  -0.56
C  -2.21  5.13  -0.44
C  1.45  0.81  2.34
C  -2.88  1.10  3.59
H  2.39  -1.92  4.21
H  2.97  3.88  -0.84
C  5.83  1.43  0.17
H  -2.59  0.51  -3.22
C  3.76  3.18  -0.54
C  2.46  1.21  -1.52
C  -1.73  4.10  -1.31
H  2.67  1.22  -2.62
C  1.38  -0.45  3.01
C  -2.40  4.55  0.78
H  2.36  0.13  -1.27
C  -1.02  0.86  2.05
H  -5.48  -0.51  3.25
C  4.91  -0.87  4.36
C  2.50  -0.96  3.68
H  0.57  0.51  0.02
C  -3.34  -0.17  3.25
H  2.73  2.47  1.90
H  4.72  1.51  3.04
H  6.62  0.74  0.45
H  -1.29  2.56  3.31
C  -1.12  1.58  -0.80
O  0.70  1.99  -3.79
H  5.15  -0.37  5.30
C  3.72  -0.28  3.68
C  5.92  2.79  0.49
C  -1.99  1.44  -3.26
C  2.68  1.49  2.37
N  -0.93  1.40  -2.24
C  1.17  1.99  -1.32
H  -0.91  -1.07  1.03
C  -4.60  -0.70  3.88
C  -2.64  -0.92  2.30
C  3.78  0.95  3.03
H  1.33  3.05  -1.23
O  -2.06  3.22  0.70
H  4.76  -1.93  4.58
H  -1.97  5.12  2.76
H  -3.30  5.99  1.97
C  0.34  1.81  -2.63
H  6.79  3.17  1.02
H  -2.99  -1.93  2.07
C  0.29  1.36  1.50
C  4.88  3.66  0.14
H  0.42  -0.99  3.06
H  0.37  2.44  1.36
H  -3.38  1.72  4.32
H  5.80  -0.78  3.73
H  -1.48  4.20  -2.37
H  -2.66  2.33  -3.16
C  -1.50  -0.40  1.67
H  -1.46  1.50  -4.24
C  3.66  1.81  -0.82
C  -1.73  1.62  2.98
H  -1.79  0.83  -0.38
H  -3.54  4.31  2.55
H  -2.38  6.17  -0.72



[7]
Formula: C23H19ClHfN4O4S
Source: OMol25
Level of theory: the ωB97M-V functional and the def2-TZVPD basis

## Properties
LUMO level   -8.569 eV
Net charge   +2
HOMO energy   -0.53895 hartree
Orbital gap   6.10 eV
ΔE to the lowest compared entry with this formula, charge and spin   1.332 eV

Element x y z (Å)
H  1.35  5.80  -1.26
H  4.33  -2.40  4.34
N  -3.21  0.66  -0.20
Hf  0.47  0.50  -0.68
H  3.24  -0.98  2.38
H  -5.94  4.04  -1.64
C  -2.00  -1.04  0.46
N  2.82  -3.04  -0.08
C  -3.92  -2.54  1.53
C  1.29  2.39  -1.42
H  3.77  -5.45  -0.90
C  -4.74  2.43  -0.96
C  -0.70  -1.70  0.81
H  -4.01  5.43  -2.37
H  3.74  3.21  -3.66
C  -3.86  4.45  -1.92
C  3.08  -4.22  1.97
C  3.41  -2.93  4.11
C  2.92  -1.92  0.58
H  2.59  -2.39  4.59
H  -1.35  2.32  -1.12
C  -2.38  2.70  -1.21
C  -3.46  1.93  -0.78
C  2.92  -5.44  -0.22
H  3.17  5.49  -2.89
H  -2.23  -3.53  1.41
C  -4.93  3.68  -1.52
H  2.03  -5.49  -0.85
C  -2.57  3.95  -1.77
H  2.57  1.26  -2.77
C  1.63  4.81  -1.56
H  2.96  -6.32  0.42
C  3.20  -3.02  2.65
H  3.12  -5.15  2.50
C  -4.06  -0.24  0.38
C  0.98  3.71  -1.01
O  -0.60  -2.88  1.09
O  -3.17  -3.60  1.70
H  3.46  -3.92  4.54
C  2.93  -4.20  0.57
N  3.13  -1.88  1.92
C  2.64  4.63  -2.50
C  2.96  3.35  -2.92
O  -5.05  -2.46  1.93
H  -1.72  4.52  -2.10
H  0.23  3.89  -0.25
C  2.29  2.25  -2.41
S  2.91  -0.40  -0.30
N  -1.94  0.17  -0.15
Cl  -5.71  -0.07  0.63
H  -5.60  1.86  -0.65
O  0.30  -0.86  0.81
C  -3.31  -1.36  0.80



[8]
Formula: CHCl3S
Source: OMol25
Level of theory: the ωB97M-V functional and the def2-TZVPD basis

## Properties
2S+1   3
LUMO level (alpha / beta)   0.425 / -4.286 eV
Expectation value of S²   2.01
HOMO energy (alpha / beta)   -0.25829 / -0.39205 hartree
Orbital gap (alpha / beta)   7.45 / 6.38 eV
ΔE to the lowest compared entry with this formula, charge and spin   1.656 eV

Element x y z (Å)
Cl  0.25  -0.40  1.76
S  -1.11  -0.54  -0.88
Cl  0.68  1.90  -0.19
H  -1.93  0.17  -0.09
Cl  1.75  -0.94  -0.64
C  0.36  -0.20  0.05



Q: Which of these has the highest ΔE to the lowest compared entry with this formula, charge and spin?
A: C52H45GeInN8O7P



Q: Which formula does entry 4 have?
A: C30H27CdF3N4O2PS2